[1]
The following is a DFT calculation (ωB97M-V with the def2-TZVPD basis set) of C6H9CoO4 as an isolated structure in a non-equilibrium geometry.

Output
E_LUMO (spin up / spin down) (eV): -5.86 / -8.09
Energy above the lowest of the compared OMol25 structures with the same formula, charge and spin (kJ/mol): 87.1
F_max (eV/Å): 3.96
Orbital gap (spin up / spin down) (eV): 3.6 / 6.1
Electronic energy (hartree): -1917.200825

The geometry in ORCA input format:
```
! wB97M-V def2-TZVPD RIJCOSX def2/J DEFGRID3
* xyz 1 6
O 4.1010 0.2265 -0.0765
C 2.9086 0.2543 0.3362
O 2.5425 -0.4595 1.3095
O 2.0601 1.0433 -0.3016
C 0.6394 0.8226 -0.2548
Co 4.2915 -1.1446 1.3387
H 0.6006 -0.1087 0.3329
H 0.4359 1.4355 -1.1493
C -0.5937 1.7176 0.7884
C -1.7301 0.9400 0.3170
H -0.5876 2.7478 0.4083
H -0.3062 1.4889 1.8226
H -2.4028 0.6071 1.1164
C -1.4824 0.0263 -0.7049
C -1.9476 -1.4007 -0.6116
O -0.9864 -2.2549 -1.2112
H -1.2797 0.4021 -1.7130
H -2.9226 -1.4964 -1.1195
H -2.0917 -1.6784 0.4467
H -1.2488 -3.1687 -1.0742
*
```



[2]
The following is a DFT calculation (ωB97M-V with the def2-TZVPD basis set) of C6H9CrO12 as an isolated structure in a non-equilibrium geometry.

Output
E_LUMO (spin up / spin down) (eV): 5.31 / 5.31
Energy above the lowest of the compared OMol25 structures with the same formula, charge and spin (kJ/mol): 309.2
F_max (eV/Å): 5.92
Orbital gap (spin up / spin down) (eV): 7.7 / 7.7
Electronic energy (hartree): -2181.520581

The geometry in ORCA input format:
```
! wB97M-V def2-TZVPD RIJCOSX def2/J DEFGRID3
* xyz -2 4
Cr 1.4947 -21.2614 -25.6831
C -0.7190 -23.6284 -25.1910
O -0.0866 -22.5197 -25.7430
H -1.7546 -23.7482 -25.5090
H -0.3063 -24.5811 -25.5228
H -0.9079 -23.7218 -24.1215
C 0.7822 -21.5752 -21.5991
C 1.3757 -21.3367 -23.0132
O 0.8012 -20.5310 -23.7888
O 2.1576 -22.1321 -23.5401
H -0.2666 -21.2943 -21.5028
H 1.2455 -20.8992 -20.8804
H 0.6812 -22.6299 -21.3432
O 0.0984 -18.8551 -28.6830
C 0.4132 -19.6945 -27.7276
O 0.8914 -20.7621 -28.0009
O 0.4486 -19.4631 -26.5060
H 0.4970 -19.4441 -29.3278
O 3.7408 -18.1113 -24.4558
C 3.9573 -19.0971 -25.4092
O 4.9985 -19.0043 -26.1754
O 3.1230 -19.9751 -25.4724
H 4.5640 -17.6405 -24.6052
O 3.1482 -24.9300 -26.4162
C 3.4317 -23.7177 -26.8395
O 4.3974 -23.6935 -27.5960
O 2.8384 -22.6918 -26.5418
H 3.9513 -25.1917 -26.8726
*
```



[3]
The following is a DFT calculation (ωB97M-V with the def2-TZVPD basis set) of a 2-piece molecular cluster, C6H9F overall in a non-equilibrium geometry.

Output
E_LUMO (eV): 1.07
Energy above the lowest of the compared OMol25 structures with the same formula, charge and spin (kJ/mol): 406.4
F_max (eV/Å): 5.45
Orbital gap (eV): 10.2
Electronic energy (hartree): -333.701551

The geometry in ORCA input format:
```
! wB97M-V def2-TZVPD RIJCOSX def2/J DEFGRID3
* xyz 0 1
C 2.2215 -1.1562 0.5540
C 1.6557 0.0307 0.4719
C -0.9244 -0.4710 -1.3150
C -1.2514 -0.8876 0.0899
C -0.4052 0.3262 -0.1516
C -0.6871 1.7312 0.1438
F -2.4992 -0.6672 0.6543
H 3.2098 -1.3696 1.0389
H 1.6509 -2.0137 0.3183
H 2.0324 0.9665 0.8484
H -0.4540 -1.1451 -1.9442
H -1.6645 0.1949 -1.9814
H -0.7827 -1.7770 0.6144
H -0.1957 1.9338 1.1907
H -1.7943 1.8577 -0.0194
H -0.1117 2.4465 -0.5129
*
```



[4]
The following is a DFT calculation (ωB97M-V with the def2-TZVPD basis set) of an isolated ion of composition C6H9F2N2 and charge +1 in a non-equilibrium geometry.

Output
E_LUMO (spin up / spin down) (eV): -6.36 / -6.36
Energy above the lowest of the compared OMol25 structures with the same formula, charge and spin (kJ/mol): 513.0
F_max (eV/Å): 2.98
Orbital gap (spin up / spin down) (eV): 7.1 / 7.1
Electronic energy (hartree): -542.785084

The geometry in ORCA input format:
```
! wB97M-V def2-TZVPD RIJCOSX def2/J DEFGRID3
* xyz 1 1
C 0.4752 -0.3343 0.2444
C 2.7635 0.4065 0.0415
C 0.2213 1.7699 -0.7101
C -2.7248 0.6687 -0.4988
C 2.0833 -2.0195 0.1138
C -1.7202 0.8857 0.5884
N 1.7744 -0.5597 0.1819
N -0.3048 0.7697 0.0116
F 3.9770 -0.0466 -0.2062
F -0.5482 2.8093 -0.7052
H -0.1156 -1.3239 0.4297
H -3.6762 1.0469 -0.1047
H -2.8185 -0.3724 -0.7602
H -2.4709 1.1922 -1.3558
H 2.7444 -2.0081 -0.7360
H 2.7420 -2.3195 0.9610
H 1.1706 -2.7248 0.0248
H -1.6790 0.2362 1.4748
H -1.8934 1.9234 1.0049
*
```



[5]
The following is a DFT calculation (ωB97M-V with the def2-TZVPD basis set) of C6H9F2N3V as an isolated structure in a non-equilibrium geometry.

Output
E_LUMO (spin up / spin down) (eV): -8.47 / -7.17
Energy above the lowest of the compared OMol25 structures with the same formula, charge and spin (kJ/mol): 0.0
F_max (eV/Å): 8.86
Orbital gap (spin up / spin down) (eV): 5.4 / 6.7
Electronic energy (hartree): -1541.636036

The geometry in ORCA input format:
```
! wB97M-V def2-TZVPD RIJCOSX def2/J DEFGRID3
* xyz 1 3
V -1.4694 2.4642 -1.2466
F -2.4406 0.9583 -2.3689
F -0.8245 0.9139 0.0539
C -1.5640 -2.3084 0.5669
C -2.7109 -1.8109 -0.2317
N -3.5696 -1.3739 -0.9154
H -1.1666 -3.3015 0.3572
H -1.7627 -2.1894 1.6320
H -0.7808 -1.6383 0.2123
C 0.6610 1.2981 2.8993
C 1.7576 1.4674 1.8940
N 2.5791 1.6505 1.0893
H 0.1377 0.3913 2.5959
H -0.0412 2.1312 2.9301
H 1.0792 1.1675 3.8974
C 2.0065 -0.3897 -2.2297
C 1.1912 0.8460 -2.2518
N 0.4954 1.7924 -2.2377
H 1.2759 -1.1466 -2.5154
H 2.3105 -0.5418 -1.1941
H 2.8360 -0.3800 -2.9367
*
```



[6]
The following is a DFT calculation (ωB97M-V with the def2-TZVPD basis set) of one molecule with the formula C6H9F2NO in a non-equilibrium geometry.

Output
E_LUMO (spin up / spin down) (eV): 0.73 / 0.73
Energy above the lowest of the compared OMol25 structures with the same formula, charge and spin (kJ/mol): 342.0
F_max (eV/Å): 6.14
Orbital gap (spin up / spin down) (eV): 8.0 / 7.7
Electronic energy (hartree): -563.602373

The geometry in ORCA input format:
```
! wB97M-V def2-TZVPD RIJCOSX def2/J DEFGRID3
* xyz 0 1
C -1.1428 -1.5899 0.3715
C 0.9590 1.4725 0.3904
C 1.8451 0.1583 0.3773
C -0.7171 0.4926 -0.9512
C 0.2169 -1.5079 -0.1545
C -1.7050 -0.1830 0.1051
N 0.0092 1.5474 -0.6616
O 1.2184 -1.0929 0.7470
F -1.7494 0.5830 1.2703
F -3.0105 -0.1772 -0.3565
H -1.8781 -2.2977 -0.2596
H -1.2151 -1.8487 1.4729
H 0.5699 1.5384 1.4236
H 1.5790 2.3684 0.4697
H 2.1307 0.0747 -0.6847
H 2.7218 0.3278 1.0033
H -0.8849 0.1836 -2.0365
H 0.7182 -2.0895 -1.0101
H 0.3347 2.0401 -1.5164
*
```



[7]
The following is a DFT calculation (ωB97M-V with the def2-TZVPD basis set) of C6H9F6MoOSTe4 as an isolated structure.

Output
E_LUMO (spin up / spin down) (eV): -4.96 / -5.07
Energy above the lowest of the compared OMol25 structures with the same formula, charge and spin (kJ/mol): 0.0
F_max (eV/Å): 0.55
Orbital gap (spin up / spin down) (eV): 6.4 / 6.4
Electronic energy (hartree): -2446.775816

The geometry in ORCA input format:
```
! wB97M-V def2-TZVPD RIJCOSX def2/J DEFGRID3
* xyz 1 3
Mo 0.8796 -1.1238 -0.3449
Te -0.4335 -3.3027 0.3328
Te 1.0679 -4.8449 -1.3599
Te 1.9580 -2.6168 -2.5842
Te 3.4764 -1.4656 -0.6545
C 2.0168 -1.4269 2.9274
S 1.0207 -0.2545 1.9900
C -0.5637 -0.4675 2.8186
H 1.6304 -2.4389 2.8156
H 1.9926 -1.1091 3.9679
H 3.0371 -1.3798 2.5554
H -0.4373 -0.1213 3.8427
H -0.8660 -1.5145 2.8106
H -1.2989 0.1508 2.3129
C -0.7656 1.7855 -2.9725
C -0.7283 1.2526 -1.5472
O 0.0726 0.0872 -1.5445
C -2.1329 0.8247 -1.0858
F -2.7144 0.0550 -2.0012
F -2.9141 1.8774 -0.8533
F -2.0661 0.0978 0.0526
C -0.1272 2.3098 -0.6059
F 1.1833 2.4314 -0.8295
F -0.2822 1.9701 0.6901
F -0.6996 3.4973 -0.7813
H -1.0941 0.9903 -3.6361
H 0.2344 2.1055 -3.2576
H -1.4458 2.6312 -3.0583
*
```



[8]
The following is a DFT calculation (ωB97M-V with the def2-TZVPD basis set) of C6H9HgO5 as an isolated structure in a non-equilibrium geometry.

Output
E_LUMO (spin up / spin down) (eV): -1.32 / -1.58
Energy above the lowest of the compared OMol25 structures with the same formula, charge and spin (kJ/mol): 47.4
F_max (eV/Å): 6.38
Orbital gap (spin up / spin down) (eV): 6.7 / 6.9
Electronic energy (hartree): -763.420634

The geometry in ORCA input format:
```
! wB97M-V def2-TZVPD RIJCOSX def2/J DEFGRID3
* xyz 0 2
O 0.3234 -0.6730 -0.4009
C 0.3105 -2.0528 -0.5390
O 0.3359 -2.5494 0.6006
H 0.3368 -0.2429 -1.2634
O -1.1120 -2.4222 -1.3954
C -1.8364 -3.5232 -1.8072
C -1.1475 -4.3815 -2.8352
C -2.1314 -4.7438 -3.9535
C -1.7095 -5.9500 -4.7696
O -0.4083 -5.7603 -5.3444
C 0.5401 -6.5750 -4.9781
O 1.5870 -6.2672 -5.7165
H -2.2198 -4.1594 -0.9875
H -0.7764 -5.3143 -2.3662
H -0.2673 -3.8884 -3.2740
H -2.2823 -3.8729 -4.6088
H -3.1198 -4.9898 -3.5328
H -2.3978 -6.1116 -5.6093
H -1.6780 -6.8565 -4.1503
H 2.1923 -7.0171 -5.7218
Hg -1.3510 -0.9661 1.7030
*
```